The following is a DFT calculation (the ωB97M-V functional and the def2-TZVPD basis) of a molecular structure, C21H24ClNOPY in a non-equilibrium geometry.

```
50
Properties=species:S:1:pos:R:3:forces:R:3:mulliken_charge:R:1
Y 0.39191 0.28818 2.04126 0.195 1.554 0.270 1.12
Cl -0.15178 2.57969 2.69469 0.177 -0.839 -0.114 -0.41
P 0.00849 0.16076 -0.65525 0.039 -0.021 -3.091 0.74
C -1.33483 -0.68528 -1.55903 -0.670 -0.630 0.466 0.35
C -1.08852 -1.51201 -2.66063 0.114 0.280 -0.226 -0.36
C -2.14191 -2.03563 -3.41821 -0.025 0.065 0.197 -0.71
C -3.46197 -1.85989 -2.99359 0.443 0.249 0.072 -0.46
C -3.71269 -1.11703 -1.82945 0.045 -0.003 -0.119 -0.66
C -2.66531 -0.51923 -1.12501 0.150 -0.140 -0.263 -0.25
C -0.10879 1.91419 -1.22150 0.066 0.138 0.121 0.84
C 0.85594 2.83142 -0.76318 -0.540 0.143 0.481 -0.61
C 0.54036 4.19342 -0.77597 0.240 0.172 -0.416 -0.75
C -0.58488 4.66364 -1.47339 -0.127 -0.385 -0.002 -0.50
C -1.41321 3.74183 -2.13115 0.382 0.084 -0.090 -0.64
C -1.18450 2.36838 -1.99469 -0.026 0.075 0.392 -0.12
C 1.52760 -0.32325 -1.56403 0.396 -0.244 0.506 0.64
C 2.60187 -0.98066 -0.93757 -0.105 0.571 -0.381 -0.61
C 3.82693 -1.06348 -1.60819 0.170 -0.145 -0.187 -0.73
C 3.95927 -0.60020 -2.92907 -0.325 0.027 0.244 -0.51
C 2.85664 -0.03930 -3.58244 -0.357 -0.145 0.277 -0.85
C 1.65303 0.11295 -2.88635 0.287 0.118 -0.153 -0.04
H 1.84063 2.49171 -0.40029 -0.579 0.136 0.176 0.48
H 1.19678 4.90527 -0.26856 -0.096 -0.234 -0.365 0.43
H -0.79919 5.74076 -1.54640 0.159 -0.649 0.156 0.41
H -2.23177 4.08707 -2.76435 0.228 -0.077 0.233 0.41
H -1.81833 1.63919 -2.49893 -0.080 0.295 0.280 0.43
H -0.06238 -1.70168 -2.96532 -0.273 -0.015 -0.051 0.47
H -1.91423 -2.55817 -4.35291 -0.131 0.038 0.490 0.44
H -4.27820 -2.28354 -3.58322 0.219 0.180 0.303 0.40
H -4.74166 -0.98377 -1.50033 0.255 0.012 0.004 0.40
H -2.86568 0.10349 -0.25199 -0.150 -0.110 -0.183 0.32
H 2.46652 -1.41405 0.06381 0.242 0.128 -0.276 0.33
H 4.69368 -1.49623 -1.10692 -0.280 0.025 -0.165 0.42
H 4.90889 -0.67322 -3.46540 -0.285 -0.050 0.351 0.42
H 2.90961 0.28385 -4.62658 0.099 -0.109 0.450 0.41
H 0.79476 0.58229 -3.36706 0.305 -0.003 0.036 0.48
H -0.15161 -5.12948 -3.50721 0.317 0.027 0.026 -0.04
H 0.59634 -5.07751 -3.46479 -0.318 -0.015 -0.023 0.04
C 0.59739 0.32804 5.76436 -0.092 -0.087 0.070 -0.76
N -0.13087 -0.96765 5.78426 -0.330 -0.559 -1.759 0.12
C -0.43031 -1.60523 7.07303 -0.195 -0.337 0.660 -0.78
C -0.50212 -1.54765 4.65455 0.482 1.194 0.766 0.14
O -0.28278 -0.99526 3.50676 -0.003 -0.663 0.900 -0.77
H 0.75086 0.62756 6.80921 -0.011 -0.005 -0.502 0.31
H 0.02171 1.10629 5.23751 0.131 -0.357 0.242 0.30
H 1.58450 0.20350 5.28479 -0.351 -0.026 0.215 0.26
H -1.51836 -1.67793 7.23171 0.440 0.193 -0.072 0.35
H -0.01036 -2.62209 7.12677 -0.015 0.479 -0.061 0.34
H 0.01641 -0.97278 7.85235 -0.268 -0.463 -0.203 0.28
H -1.01385 -2.51128 4.65386 0.051 0.127 0.318 0.47
```
Positions in Å, forces in eV/Å.

## Properties
**Net charge**: +2
**ΔE to the lowest compared entry with this formula, charge and spin**: 0.00 kJ/mol
**Electronic energy**: -1783.99680 hartree

=====

The following is a DFT calculation (the ωB97M-V functional and the def2-TZVPD basis) of C21H24N2O3 in the gas phase.

```
50
Properties=species:S:1:pos:R:3:forces:R:3:mulliken_charge:R:1
C 4.57376 -0.89666 2.22176 0.043 0.005 -0.046 -1.67
C 3.76819 -0.51361 1.01736 -0.001 0.031 0.012 0.83
C 2.99147 -1.44873 0.34549 0.033 0.038 0.006 -0.70
C 2.26398 -1.09474 -0.77568 0.005 0.073 -0.103 0.11
C 2.29154 0.21108 -1.25129 -0.006 0.025 0.035 0.36
C 1.48529 0.59819 -2.46326 0.082 0.093 -0.249 -1.21
N 0.17661 -0.01834 -2.44979 0.073 0.281 0.296 0.00
C -0.19984 -0.92768 -3.37802 -0.421 -0.080 -0.025 0.62
O 0.44988 -1.13593 -4.38136 0.160 -0.199 -0.269 -0.69
C -1.49701 -1.67707 -3.11264 -0.011 -0.107 0.035 -0.71
C -2.34146 -1.20772 -1.92803 0.254 -0.200 -0.243 -0.76
C -1.65031 -1.55407 -0.61822 -0.290 0.079 -0.044 0.40
O -0.93951 -2.53345 -0.50970 0.104 -0.236 -0.172 -0.62
N -1.81595 -0.69820 0.43615 0.183 -0.006 0.303 0.25
C -0.93580 -0.82775 1.58337 0.343 0.099 0.119 -1.19
C -0.06906 0.42922 1.67162 0.381 -0.619 0.092 1.47
C 0.85500 0.40130 2.88012 -0.331 0.113 -0.327 -1.67
O -0.88219 1.59134 1.77955 -0.242 0.218 0.049 -0.42
C -2.10962 1.56417 1.19962 -0.166 0.058 -0.165 -0.02
C -2.88874 2.71079 1.32721 0.098 -0.137 0.009 -0.63
C -4.16184 2.75739 0.79718 0.055 0.001 0.032 -0.54
C -4.68572 1.64682 0.15510 -0.078 -0.058 -0.100 -0.73
C -3.92460 0.50109 0.02563 0.010 0.120 0.133 -0.45
C -2.62063 0.45559 0.50859 -0.101 0.296 -0.014 0.81
C 3.06451 1.14970 -0.57996 -0.062 -0.056 -0.113 -0.54
C 3.79527 0.79010 0.53700 0.019 -0.069 0.040 -0.64
H 5.61919 -1.02979 1.94264 0.079 -0.032 0.067 0.42
H 4.52865 -0.11869 2.98151 0.020 0.011 0.097 0.37
H 4.21726 -1.83066 2.64954 0.008 -0.053 0.075 0.35
H 2.95449 -2.46872 0.70015 0.001 -0.119 0.062 0.35
H 1.66450 -1.83797 -1.28032 -0.100 -0.080 -0.032 0.34
H 1.97540 0.24997 -3.37929 -0.094 0.141 0.114 0.51
H 1.38048 1.68806 -2.51661 0.103 -0.125 -0.028 0.35
H -0.34170 0.07097 -1.59245 -0.041 0.002 -0.059 0.03
H -1.21285 -2.72097 -2.95147 -0.029 0.091 -0.079 0.27
H -2.08322 -1.63889 -4.03249 0.080 0.022 0.034 0.41
H -2.55768 -0.14074 -1.99754 -0.068 -0.088 0.024 0.61
H -3.28898 -1.75179 -1.95905 -0.015 0.108 0.049 0.37
H -0.31510 -1.71264 1.44056 -0.057 0.146 0.073 0.47
H -1.53398 -0.93496 2.49400 0.051 -0.018 -0.020 0.27
H 0.53399 0.51008 0.75368 -0.135 -0.044 0.137 -0.33
H 0.27250 0.31248 3.79366 -0.066 -0.018 0.123 0.45
H 1.53735 -0.43853 2.79980 0.109 -0.090 0.003 0.29
H 1.42808 1.32287 2.91920 0.104 0.071 0.027 0.36
H -2.46666 3.55168 1.85367 0.062 0.108 0.063 0.47
H -4.75221 3.65440 0.90005 -0.054 0.091 0.018 0.39
H -5.69160 1.66566 -0.23395 -0.096 0.001 -0.039 0.40
H -4.34927 -0.37666 -0.43339 -0.026 -0.095 -0.046 0.42
H 3.09497 2.16976 -0.93621 -0.025 0.119 -0.030 0.37
H 4.39319 1.53224 1.04651 0.058 0.088 0.075 0.40
```
Positions in Å, forces in eV/Å.

## Properties
**SMILES**: Cc1ccc(CNC(=O)CCC(=O)N2C[C@H](C)Oc3ccccc32)cc1
**ΔE to the lowest compared entry with this formula, charge and spin**: 33.24 kJ/mol
**Electronic energy**: -1149.91517 hartree

=====

The following is a DFT calculation (the ωB97M-V functional and the def2-TZVPD basis) of a molecular structure, C21H24N2O4 in a non-equilibrium geometry.

```
51
Properties=species:S:1:pos:R:3:forces:R:3:mulliken_charge:R:1
O -5.96579 -0.77680 0.58197 4.539 1.727 -0.881 -0.73
C -4.71796 -0.42722 0.28433 -13.897 7.858 2.707 0.59
C -4.35497 1.09880 0.14727 -12.528 -8.008 2.133 0.88
C -5.45980 1.93837 0.24735 -1.796 -6.455 0.694 -1.00
C -5.18547 3.13731 0.01694 -4.779 11.748 1.324 -0.13
C -3.95178 3.62360 0.01692 4.580 4.262 -1.305 -0.35
C -2.98540 2.63615 0.03481 8.037 11.558 -2.408 -0.11
C -3.21044 1.42543 -0.15257 6.764 -4.023 -1.284 -0.03
C -2.14115 0.45310 -0.23815 5.855 5.930 -0.018 0.98
O -0.88887 0.80213 -0.28620 -3.191 -0.384 -0.231 -0.78
C -2.48770 -0.77897 -0.06704 -1.984 -12.881 0.317 0.36
C -3.86902 -1.28996 0.02664 11.504 -11.177 -1.975 -0.16
C -4.07304 -2.90942 0.09065 -7.890 12.845 0.941 -1.29
C -3.09331 -3.61685 0.09879 6.443 -12.294 -1.497 -0.20
C -1.82063 -3.36172 -0.28145 -4.010 6.971 2.424 -0.76
C -1.49743 -2.01867 -0.10604 4.049 1.753 -2.972 0.44
N -0.11483 -1.80931 -0.38521 -7.932 7.955 2.083 0.11
C 0.94330 -2.58113 -0.49547 6.038 3.500 5.230 -1.28
C 2.35748 -1.57915 -0.65212 -3.515 -6.609 8.652 -0.98
H 2.12586 -0.87555 -1.24334 -1.379 4.813 -4.706 0.68
H 3.05728 -2.32508 -0.93039 1.352 0.016 0.117 0.43
C 2.36123 -0.91149 0.93324 5.933 -2.292 -2.212 -0.80
N 3.30036 0.29407 0.84165 -0.340 -3.427 0.887 0.12
C 2.59880 1.47882 0.60283 8.583 2.129 -7.433 -1.05
H 3.22818 2.40249 0.66605 -0.532 -0.553 1.923 0.33
C 2.59722 1.82425 -1.07128 -10.794 -1.496 5.980 -1.35
O 1.52044 0.90821 -1.74578 -0.819 4.398 2.247 -0.59
H 0.70222 1.39655 -1.31972 1.763 -1.990 -1.582 0.33
H 3.36179 1.56719 -1.49113 8.897 -2.365 -4.482 0.78
H 2.34847 2.84272 -1.04353 -0.483 1.427 -0.967 0.58
H 1.67524 1.52926 0.82718 -6.340 0.308 2.423 0.87
C 4.60999 -0.05666 0.14107 -0.566 1.144 9.028 -0.59
H 4.71601 -0.04800 -0.81130 -0.139 -0.449 -6.561 0.36
C 5.60079 0.91755 0.72655 0.112 5.535 2.240 -0.82
H 5.44925 1.13436 1.83145 -0.125 -1.545 -0.722 0.38
O 6.99992 0.91160 0.49617 0.416 -5.766 0.292 -0.54
H 7.19758 -0.11886 0.72011 0.218 3.631 -0.840 0.35
H 5.44820 2.01049 0.49830 -0.803 -0.888 -0.898 0.26
H 4.96464 -0.95307 0.67456 -0.625 -0.522 -0.901 0.58
H 1.39832 -0.59618 1.29824 -0.229 -0.306 0.107 0.52
H 3.02020 -1.80557 1.62344 -2.498 2.673 -1.630 0.21
H 0.76696 -3.02870 -1.27123 -0.409 -5.813 -8.916 0.91
H 0.91160 -3.27965 0.28998 1.035 -1.132 1.448 0.54
H -0.01970 -0.79184 -0.51043 0.495 -0.529 0.163 -0.08
H -1.15978 -4.04429 -0.34456 4.644 -4.576 -0.708 0.69
H -3.22820 -4.81303 0.10591 -0.343 2.512 0.481 0.18
H -5.04442 -3.10273 0.41472 -1.424 -0.687 0.045 0.55
H -1.73666 2.91051 -0.25080 -3.779 -0.308 1.347 -0.12
H -3.62732 4.85221 -0.22105 -1.166 -4.047 1.163 0.22
H -6.12456 4.12051 0.29613 2.629 -3.252 -1.500 0.12
H -6.50313 1.68426 0.38558 0.430 -0.918 0.230 0.41
```
Positions in Å, forces in eV/Å.

## Properties
**ΔE to the lowest compared entry with this formula, charge and spin**: 2173.02 kJ/mol
**Electronic energy**: -1224.37046 hartree

=====

Which gap between HOMO and LUMO belongs to each record? In order, 0.2430; 0.3406; 0.1907 Ha.